{"formula": "C31H39ClN2O5", "method": "ωB97M-V with the def2-TZVPD basis set", "e_tot_ha": -2150.51669, "lumo_ev": 0.42, "homo_lumo_gap_ev": 8.2, "homo_ev": -7.8, "e_above_lowest_kj_mol": 0.00, "total_charge": 0, "elements": ["C", "C", "O", "C", "C", "Cl", "C", "O", "O", "C", "C", "O", "H", "H", "H", "H", "H", "H", "H", "H", "H", "H", "C", "N", "C", "O", "C", "C", "C", "C", "C", "C", "C", "C", "N", "C", "C", "C", "C", "C", "C", "C", "C", "C", "C", "C", "C", "C", "C", "H", "H", "H", "H", "H", "H", "H", "H", "H", "H", "H", "H", "H", "H", "H", "H", "H", "H", "H", "H", "H", "H", "H", "H", "H", "H", "H", "H", "H"], "coordinates": [[-6.12, -4.11, 0.77], [-4.63, -4.19, 0.70], [-4.20, -2.85, 0.21], [-2.93, -2.65, 0.49], [-2.10, -1.39, 0.07], [-2.18, -1.34, -1.74], [-3.02, -0.14, 0.51], [-2.49, 0.96, 0.59], [-4.33, -0.28, 0.81], [-4.99, 1.03, 0.97], [-6.45, 0.76, 1.24], [-2.35, -3.58, 1.11], [-6.54, -4.96, 1.30], [-6.38, -3.19, 1.32], [-6.55, -4.08, -0.24], [-4.16, -4.42, 1.66], [-4.26, -4.95, 0.00], [-4.53, 1.61, 1.78], [-4.87, 1.61, 0.05], [-6.97, 1.71, 1.41], [-6.93, 0.29, 0.37], [-6.59, 0.15, 2.14], [3.90, 3.08, -1.71], [3.25, 2.64, -0.51], [2.80, 3.57, 0.39], [3.19, 4.71, 0.44], [1.78, 2.90, 1.27], [0.37, 3.45, 0.98], [0.11, 3.44, -0.51], [0.39, 4.59, -1.26], [0.06, 4.64, -2.61], [-0.44, 3.50, -3.24], [-0.74, 2.34, -2.51], [-0.51, 2.35, -1.13], [1.92, 1.47, 0.86], [0.89, 0.59, 1.10], [0.50, -0.38, 0.25], [-0.55, -1.47, 0.59], [0.06, -2.85, 0.16], [-0.16, -3.96, 0.96], [0.35, -5.20, 0.64], [1.18, -5.33, -0.48], [1.38, -4.23, -1.31], [0.79, -2.99, -1.00], [2.93, 1.27, -0.18], [4.20, 0.42, 0.27], [4.82, 1.08, 1.51], [5.24, 0.41, -0.85], [3.77, -1.02, 0.54], [3.20, 3.65, -2.33], [4.75, 3.69, -1.41], [4.21, 2.19, -2.24], [2.07, 3.01, 2.33], [-0.38, 2.84, 1.51], [0.32, 4.48, 1.37], [0.85, 5.45, -0.76], [0.23, 5.57, -3.16], [-0.61, 3.50, -4.32], [-1.14, 1.43, -2.97], [-0.84, 1.52, -0.52], [0.33, 0.77, 2.03], [0.96, -0.42, -0.74], [-0.84, -1.40, 1.63], [-0.77, -3.91, 1.87], [0.13, -6.07, 1.29], [1.62, -6.31, -0.73], [2.02, -4.30, -2.18], [0.88, -2.18, -1.71], [2.52, 0.79, -1.09], [4.12, 1.11, 2.34], [5.69, 0.49, 1.82], [5.17, 2.09, 1.27], [4.86, -0.11, -1.75], [5.58, 1.42, -1.11], [6.13, -0.14, -0.50], [3.40, -1.49, -0.38], [4.64, -1.59, 0.89], [2.99, -1.08, 1.31]]}

=====

{"formula": "C6H3NO", "method": "ωB97M-V with the def2-TZVPD basis set", "e_tot_ha": -360.18598, "lumo_ev": 0.36, "homo_lumo_gap_ev": 10.9, "homo_ev": -10.5, "e_above_lowest_kj_mol": 486.96, "total_charge": 0, "elements": ["C", "C", "C", "C", "C", "C", "H", "H", "H", "N", "O"], "coordinates": [[-0.11, -0.24, -0.02], [1.22, 0.17, 0.32], [2.32, 0.14, 0.93], [-0.94, 0.77, -0.75], [-1.66, 1.69, -1.17], [0.01, -1.52, -0.86], [-0.63, 0.03, 1.98], [3.33, 0.04, 1.54], [-2.51, 2.13, -1.80], [-0.17, -2.64, -1.23], [-0.86, -0.56, 1.06]]}

=====

{"formula": "C59H49BO10S3", "method": "ωB97M-V with the def2-TZVPD basis set", "e_tot_ha": -4249.15470, "lumo_ev": -0.03, "homo_lumo_gap_ev": 1.4, "homo_ev": -1.4, "total_charge": -2, "elements": ["C", "C", "S", "C", "B", "C", "C", "C", "C", "C", "C", "C", "C", "O", "C", "S", "C", "C", "C", "C", "S", "C", "O", "O", "O", "H", "H", "H", "H", "H", "H", "H", "H", "H", "H", "H", "H", "H", "H", "H", "H", "H", "H", "H", "H", "H", "H", "H", "H", "H", "C", "C", "C", "C", "C", "C", "C", "O", "C", "C", "C", "C", "C", "C", "C", "O", "H", "H", "H", "H", "H", "H", "H", "H", "C", "C", "C", "C", "C", "C", "C", "O", "C", "C", "C", "C", "C", "C", "C", "O", "H", "H", "H", "H", "H", "H", "H", "H", "C", "C", "C", "C", "C", "C", "C", "O", "C", "C", "C", "C", "C", "C", "C", "O", "H", "H", "H", "H", "H", "H", "H", "H"], "coordinates": [[3.52, -5.64, -0.52], [3.69, -5.65, -2.17], [5.47, -6.09, -2.56], [5.85, -5.33, -4.25], [7.21, -4.38, -4.03], [6.66, -2.81, -3.80], [8.01, -1.86, -4.03], [8.87, -1.50, -2.66], [10.24, -0.59, -2.89], [10.70, -0.09, -4.40], [9.78, -0.44, -5.73], [8.41, -1.34, -5.54], [7.40, -1.77, -6.79], [7.85, -4.97, -2.81], [9.01, -5.82, -3.22], [10.31, -5.29, -1.95], [9.34, -5.55, -4.83], [9.05, -6.86, -5.78], [8.96, -6.56, -7.38], [10.16, -5.63, -7.99], [10.06, -5.29, -9.83], [10.92, -5.03, -4.73], [11.30, -3.75, -4.72], [12.02, -6.05, -4.69], [8.28, -4.55, -5.07], [3.89, -6.69, -0.12], [2.41, -5.41, -0.17], [4.30, -4.85, -0.11], [3.48, -4.57, -2.62], [2.93, -6.43, -2.61], [6.13, -6.19, -5.00], [4.97, -4.67, -4.65], [5.80, -2.52, -4.55], [6.23, -2.73, -2.71], [8.57, -1.85, -1.58], [10.88, -0.31, -1.94], [11.68, 0.54, -4.52], [10.06, -0.11, -6.83], [6.98, -2.86, -6.68], [6.46, -1.04, -6.71], [7.92, -1.60, -7.85], [8.87, -6.98, -3.20], [10.28, -3.86, -1.99], [9.80, -7.75, -5.52], [7.98, -7.27, -5.45], [7.92, -6.12, -7.73], [9.06, -7.62, -7.93], [11.19, -6.19, -7.80], [10.23, -4.59, -7.40], [11.19, -4.45, -10.10], [-1.28, 0.65, 2.60], [-0.69, 1.26, 3.71], [0.69, 1.19, 3.89], [1.49, 0.51, 2.97], [0.90, -0.12, 1.87], [-0.49, -0.04, 1.68], [1.73, -0.89, 0.92], [1.21, -1.44, -0.05], [3.18, -0.99, 1.15], [3.97, -1.76, 0.28], [5.35, -1.85, 0.49], [5.94, -1.16, 1.54], [5.16, -0.40, 2.41], [3.78, -0.32, 2.22], [2.95, 0.46, 3.16], [3.47, 1.06, 4.09], [-2.35, 0.70, 2.45], [-1.31, 1.78, 4.43], [1.14, 1.67, 4.76], [-0.95, -0.52, 0.82], [3.51, -2.30, -0.55], [5.96, -2.45, -0.18], [7.02, -1.23, 1.70], [5.63, 0.13, 3.24], [-2.94, 6.33, 9.05], [-2.10, 5.39, 8.44], [-2.50, 4.76, 7.26], [-3.74, 5.06, 6.69], [-4.59, 5.97, 7.32], [-4.19, 6.61, 8.49], [-5.93, 6.25, 6.75], [-6.68, 7.05, 7.30], [-6.36, 5.54, 5.53], [-7.64, 5.75, 5.02], [-8.05, 5.09, 3.86], [-7.18, 4.23, 3.20], [-5.89, 4.01, 3.71], [-5.49, 4.66, 4.88], [-4.15, 4.40, 5.44], [-3.38, 3.64, 4.86], [-2.63, 6.82, 9.97], [-1.14, 5.16, 8.89], [-1.83, 4.04, 6.79], [-4.84, 7.34, 8.97], [-8.33, 6.43, 5.52], [-9.05, 5.26, 3.46], [-7.49, 3.72, 2.29], [-5.22, 3.34, 3.19], [-16.54, 6.22, 2.51], [-15.45, 6.53, 3.31], [-14.25, 5.83, 3.18], [-14.15, 4.80, 2.24], [-15.25, 4.47, 1.45], [-16.45, 5.19, 1.57], [-15.17, 3.35, 0.49], [-16.14, 3.06, -0.21], [-13.92, 2.57, 0.38], [-13.85, 1.47, -0.48], [-12.66, 0.74, -0.59], [-11.54, 1.12, 0.15], [-11.61, 2.21, 1.02], [-12.81, 2.93, 1.14], [-12.88, 4.06, 2.09], [-11.89, 4.39, 2.74], [-17.47, 6.78, 2.61], [-15.53, 7.33, 4.05], [-13.40, 6.08, 3.81], [-17.30, 4.94, 0.95], [-14.72, 1.18, -1.06], [-12.61, -0.11, -1.26], [-10.62, 0.56, 0.06], [-10.73, 2.49, 1.60]]}

=====

{"formula": "C5H7BO4", "method": "ωB97M-V with the def2-TZVPD basis set", "e_tot_ha": -520.58886, "lumo_ev": 0.40, "homo_lumo_gap_ev": 8.9, "homo_ev": -8.5, "e_above_lowest_kj_mol": 0.00, "total_charge": 0, "elements": ["B", "C", "C", "C", "C", "C", "O", "O", "O", "O", "H", "H", "H", "H", "H", "H", "H"], "coordinates": [[-0.83, 1.58, 1.20], [1.82, -0.63, -0.24], [1.36, 0.47, 0.35], [-1.52, -1.06, -1.55], [0.99, -1.40, -1.14], [-0.50, -1.50, -0.89], [-2.53, -0.64, -1.98], [0.00, 0.63, 0.55], [-0.40, 2.45, 2.06], [-2.10, 1.43, 0.91], [2.90, -0.89, -0.14], [2.09, 1.16, 0.86], [-0.70, -1.75, 0.16], [1.18, -0.93, -2.10], [1.31, -2.51, -1.28], [-0.74, 2.94, 2.80], [-2.33, 0.65, 0.44]]}

=====

{"formula": "C6H7N", "method": "ωB97M-V with the def2-TZVPD basis set", "e_tot_ha": -287.37610, "lumo_ev": 0.24, "homo_lumo_gap_ev": 8.6, "homo_ev": -8.3, "e_above_lowest_kj_mol": 554.34, "total_charge": 0, "elements": ["C", "C", "C", "C", "C", "C", "N", "H", "H", "H", "H", "H", "H", "H"], "coordinates": [[1.59, -1.70, -0.91], [-1.02, 0.80, 1.33], [-0.34, 1.51, -0.84], [-0.33, -0.31, 0.67], [-1.09, 1.96, 0.36], [0.28, 0.11, -0.42], [1.37, -0.46, -1.00], [2.51, -2.11, -1.34], [0.69, -2.25, -0.62], [-1.87, 0.45, 1.93], [-0.26, 1.35, 2.05], [-1.10, 1.21, -1.52], [0.37, 2.30, -1.29], [-0.11, -1.13, 1.26]]}

=====

Please write out number 2 again, unchanged.
{"formula": "C6H3NO", "method": "ωB97M-V with the def2-TZVPD basis set", "e_tot_ha": -360.18598, "lumo_ev": 0.36, "homo_lumo_gap_ev": 10.9, "homo_ev": -10.5, "e_above_lowest_kj_mol": 486.96, "total_charge": 0, "elements": ["C", "C", "C", "C", "C", "C", "H", "H", "H", "N", "O"], "coordinates": [[-0.11, -0.24, -0.02], [1.22, 0.17, 0.32], [2.32, 0.14, 0.93], [-0.94, 0.77, -0.75], [-1.66, 1.69, -1.17], [0.01, -1.52, -0.86], [-0.63, 0.03, 1.98], [3.33, 0.04, 1.54], [-2.51, 2.13, -1.80], [-0.17, -2.64, -1.23], [-0.86, -0.56, 1.06]]}

=====

> Number 5 is which compound?

C6H7N

=====

> Number 1 is which compound?

C31H39ClN2O5